(1)
Formula: C45H37N4O6Re
Source: the OMol25 dataset
Level of theory: ωB97M-V/def2-TZVPD

The geometry in XYZ format:
```
93
Properties=species:S:1:pos:R:3:forces:R:3
Re 0.4076 1.8590 0.5375 -0.51 -0.68 0.01
O -1.3673 9.2197 -0.6354 -0.08 -0.19 -0.02
N -1.8778 8.0871 -0.7751 -0.05 -0.03 -0.03
O -3.0754 7.9445 -1.1295 0.22 0.08 0.06
C -1.0868 6.9621 -0.5227 0.04 0.01 0.02
C 0.2370 7.1773 -0.1128 -0.11 0.08 -0.04
C 1.0866 6.1194 0.2143 -0.03 0.02 -0.03
C 2.4446 6.2923 0.5952 0.02 -0.03 0.04
C 3.1903 5.1949 0.9280 0.07 0.10 -0.01
C 2.6156 3.9214 0.9098 0.14 -0.12 0.16
N 1.3537 3.7182 0.5327 0.14 0.24 -0.01
C 0.6060 4.7911 0.1688 -0.05 0.06 -0.05
C -0.7227 4.5434 -0.3187 -0.11 0.00 -0.09
N -1.0808 3.2412 -0.4410 0.61 -0.05 0.22
C -2.2648 2.9204 -0.9539 -0.12 -0.14 -0.02
C -3.1595 3.8913 -1.3514 0.04 0.11 0.01
C -2.8308 5.2300 -1.2131 -0.03 -0.11 0.01
C -1.5822 5.6058 -0.6868 -0.03 0.11 -0.05
H 0.5875 8.1963 -0.0441 -0.01 -0.04 -0.01
H 2.8661 7.2913 0.6223 -0.04 -0.07 0.00
H 4.2268 5.2890 1.2286 -0.06 0.01 -0.01
H 3.1601 3.0482 1.2371 0.00 0.00 0.01
H -2.4781 1.8633 -1.0462 0.04 0.00 0.08
H -4.1130 3.5981 -1.7668 -0.02 0.01 -0.01
H -3.5215 5.9990 -1.5093 0.01 0.04 0.00
C -1.5896 -4.6741 -1.2306 -0.06 0.05 0.01
C -0.5687 -4.2012 -0.2086 -0.04 0.08 -0.03
C -0.0497 -5.3254 0.6648 0.01 -0.07 0.01
O 0.5230 -3.5893 -0.8584 0.14 0.00 0.09
C 0.4595 -2.1762 -0.7168 -0.07 -0.02 0.05
C -0.4631 -1.9633 0.4982 -0.06 -0.06 -0.17
O -1.1624 -3.2048 0.6028 0.02 0.08 0.13
C -1.4891 -0.7948 0.4309 0.14 -0.19 0.12
O -0.8132 0.3769 0.1043 -0.36 0.17 -0.14
C -2.1733 -0.6241 1.8042 0.05 0.07 -0.02
C -2.8256 0.5825 2.0548 -0.07 -0.01 0.01
C -3.4374 0.8325 3.2727 0.01 -0.03 -0.01
C -3.4073 -0.1276 4.2777 0.04 0.01 -0.04
C -2.7666 -1.3326 4.0407 0.00 -0.02 -0.02
C -2.1562 -1.5830 2.8142 0.04 0.06 -0.02
C -2.5383 -1.0957 -0.6538 0.07 0.15 0.00
C -2.3610 -0.6025 -1.9461 -0.04 -0.05 0.02
C -3.2788 -0.8919 -2.9512 -0.01 -0.05 0.07
C -4.3931 -1.6747 -2.6740 0.08 0.06 -0.04
C -4.5806 -2.1624 -1.3876 0.02 0.01 0.05
C -3.6607 -1.8757 -0.3867 -0.02 -0.03 -0.01
C 1.9096 -1.6238 -0.6262 -0.04 -0.06 0.02
O 1.7279 -0.2322 -0.8709 0.27 0.21 0.20
C 2.7439 -2.0589 -1.8424 0.03 0.01 0.09
C 2.1978 -2.6475 -2.9744 -0.05 -0.05 -0.08
C 2.9880 -2.9085 -4.0901 0.06 0.04 -0.01
C 4.3338 -2.5768 -4.0925 -0.03 -0.02 0.07
C 4.8858 -1.9699 -2.9680 0.03 0.01 -0.04
C 4.0964 -1.7140 -1.8599 0.00 0.01 0.02
C 2.5503 -2.1102 0.6898 -0.06 -0.11 -0.13
C 2.3497 -1.5007 1.9307 0.04 -0.05 -0.14
C 2.8339 -2.0684 3.1018 0.00 0.03 0.07
C 3.5202 -3.2718 3.0689 -0.01 -0.06 -0.05
C 3.7137 -3.9049 1.8482 -0.03 0.05 -0.02
C 3.2312 -3.3334 0.6780 0.03 0.11 0.01
H -1.1585 -5.4583 -1.8576 -0.04 0.05 0.04
H -1.8991 -3.8337 -1.8581 0.01 -0.06 0.05
H -2.4677 -5.0624 -0.7089 0.03 0.00 -0.09
H 0.4009 -6.1011 0.0402 -0.02 0.03 0.08
H -0.8783 -5.7532 1.2341 0.08 -0.02 -0.04
H 0.7031 -4.9375 1.3538 -0.04 0.00 -0.04
H 0.0127 -1.7280 -1.6053 -0.04 0.07 -0.09
H 0.1211 -1.7967 1.3988 0.06 -0.07 0.12
H -2.8466 1.3437 1.2853 0.02 -0.01 -0.01
H -3.9284 1.7846 3.4400 0.03 -0.04 0.00
H -3.8633 0.0702 5.2410 0.00 -0.01 -0.05
H -2.7293 -2.0888 4.8182 0.01 0.05 -0.06
H -1.6643 -2.5336 2.6568 -0.02 0.04 0.01
H -1.5008 0.0228 -2.1530 0.01 -0.04 0.00
H -3.1228 -0.5029 -3.9514 0.00 0.00 0.05
H -5.1137 -1.8942 -3.4541 0.03 0.00 0.04
H -5.4526 -2.7666 -1.1620 0.05 0.02 0.01
H -3.8121 -2.2617 0.6148 0.00 0.02 -0.06
H 1.1511 -2.9237 -2.9965 0.11 0.01 -0.01
H 2.5432 -3.3715 -4.9639 0.01 0.01 0.04
H 4.9499 -2.7910 -4.9579 -0.02 0.03 0.02
H 5.9349 -1.6912 -2.9579 -0.08 -0.03 0.00
H 4.5325 -1.2349 -0.9892 -0.03 -0.03 -0.03
H 1.7999 -0.5791 2.0165 -0.06 0.13 -0.01
H 2.6547 -1.5567 4.0419 0.01 -0.01 -0.09
H 3.8883 -3.7206 3.9848 0.00 0.03 -0.04
H 4.2402 -4.8512 1.7994 -0.02 0.02 0.01
H 3.3856 -3.8514 -0.2589 -0.03 0.01 0.00
C 2.2156 0.8530 -0.0561 -0.62 0.16 -0.03
H 2.9377 0.5144 0.6760 0.06 -0.13 0.28
H 2.7462 1.5251 -0.7349 0.09 0.08 -0.14
N 1.2693 1.5397 3.5887 -0.08 0.06 -0.47
C 0.9793 1.6606 2.4635 0.28 -0.09 0.18
```
Positions in Å, forces in eV/Å.

The calculation puts the relative energy (zero: lowest compared OMol25 entry of this formula, charge and spin) at 127.3 kJ/mol. Its spin multiplicity is 4. Its charge is -1. The LUMO energy (spin up / spin down) is 1.75 / 1.54 eV. As for the total energy: -2485.719612 Eh.

(2)
Formula: C45H37N8SeSiTa
Source: the OMol25 dataset
Level of theory: ωB97M-V/def2-TZVPD

The geometry in XYZ format:
```
93
Properties=species:S:1:pos:R:3:forces:R:3
Ta 1.1187 -0.4552 -0.1372 -1.36 0.25 -0.12
C -0.2259 -2.8774 5.9095 -0.01 0.00 0.04
C 0.2481 -1.6375 6.3423 -0.01 0.00 0.04
C 0.7543 -0.7095 5.4427 0.01 0.03 -0.05
C 0.7578 -1.0536 4.1012 0.03 -0.02 0.03
C 1.2347 -0.3178 2.9200 0.00 0.00 0.06
N 0.9244 -1.0915 1.7908 0.27 -0.04 -0.25
C 0.4204 -2.3378 2.2056 0.20 -0.07 0.12
N 0.1340 -3.3401 1.4643 0.01 -0.03 0.01
C 0.2916 -3.3890 0.1159 -0.04 0.03 0.01
C -0.2776 -4.3807 -0.7138 -0.01 0.05 -0.05
C -1.0258 -5.5415 -0.4287 0.00 0.00 0.06
C -1.4593 -6.2992 -1.4807 0.00 -0.01 -0.02
C -1.1660 -5.9387 -2.8253 -0.02 -0.02 0.02
C -0.4435 -4.8168 -3.1205 0.03 0.04 -0.05
C 0.0036 -4.0164 -2.0495 -0.03 0.01 0.05
C 0.7443 -2.8132 -2.0071 -0.02 -0.02 0.06
N 1.2463 -2.1820 -3.1038 0.00 -0.04 -0.06
C 1.8002 -1.0328 -3.0950 0.17 -0.03 -0.01
N 1.9143 -0.1531 -1.9937 0.09 -0.16 0.31
C 2.8301 0.8700 -2.3396 0.05 0.03 -0.04
N 3.3594 1.7391 -1.5654 -0.01 0.01 -0.06
C 3.1507 1.8355 -0.2263 -0.07 0.05 -0.01
N 2.4132 0.9579 0.5576 0.26 -0.14 0.06
C 2.4288 1.4096 1.8755 0.05 -0.01 0.00
N 1.8704 0.7963 2.9492 -0.05 -0.02 0.04
C 3.1849 2.5939 1.9205 0.00 0.00 -0.06
C 3.5168 3.4650 2.9839 -0.04 -0.04 0.06
C 4.2774 4.5609 2.7018 0.03 0.03 -0.02
C 4.7326 4.8297 1.3761 0.00 0.01 0.04
C 4.4277 4.0025 0.3358 0.01 -0.01 -0.04
C 3.6407 2.8585 0.6044 -0.03 -0.04 0.04
C 3.1319 0.7297 -3.7721 0.01 0.01 -0.03
C 3.9063 1.5127 -4.6116 -0.01 0.01 0.05
C 4.0263 1.1094 -5.9343 0.02 0.00 -0.04
C 3.3992 -0.0504 -6.3944 0.03 0.02 -0.03
C 2.6357 -0.8384 -5.5446 -0.04 -0.01 0.06
C 2.5070 -0.4223 -4.2297 0.02 0.01 -0.08
N 0.9302 -2.4643 -0.6828 0.39 -0.08 0.06
C 0.2857 -2.2884 3.6690 -0.01 -0.04 0.04
C -0.2075 -3.2231 4.5653 0.00 0.00 -0.05
H -0.6097 -3.5803 6.6387 0.01 0.02 -0.02
H 0.2234 -1.4012 7.3992 0.00 -0.01 -0.04
H 1.1348 0.2518 5.7659 -0.02 -0.04 -0.01
H -1.2401 -5.8124 0.5983 0.00 0.00 -0.04
H -2.0367 -7.1971 -1.2973 0.01 0.02 0.01
H -1.5280 -6.5738 -3.6240 0.01 0.01 0.00
H -0.2167 -4.5356 -4.1416 -0.01 -0.02 0.04
H 3.1672 3.2536 3.9877 0.03 0.02 -0.06
H 4.5488 5.2494 3.4930 -0.01 -0.03 -0.01
H 5.3347 5.7137 1.2041 -0.01 -0.02 -0.01
H 4.7708 4.2005 -0.6719 -0.01 0.00 0.03
H 4.3962 2.4040 -4.2384 -0.02 -0.05 -0.02
H 4.6193 1.6989 -6.6232 -0.02 -0.02 0.03
H 3.5167 -0.3389 -7.4317 -0.01 0.01 0.03
H 2.1541 -1.7459 -5.8865 0.02 0.03 0.01
H -0.5629 -4.1861 4.2189 0.02 0.04 0.02
C -0.0933 2.5405 -1.8477 -0.14 -0.08 -0.09
C -0.8912 2.2730 -0.5643 0.09 0.08 0.00
C -0.3997 3.2872 0.4809 0.09 0.00 -0.03
C -0.5698 0.8797 0.0453 -0.07 0.34 -0.10
C -2.3885 2.4395 -0.8470 -0.03 0.09 0.09
C -3.2313 3.1272 0.0241 -0.03 -0.04 0.02
C -4.5897 3.2713 -0.2420 0.00 0.01 0.03
C -5.1371 2.7330 -1.3942 -0.01 0.00 -0.03
C -4.3113 2.0503 -2.2790 -0.01 0.01 0.00
C -2.9601 1.9075 -2.0071 0.01 0.04 0.02
H 0.9723 2.5611 -1.6284 0.04 0.00 0.01
H -0.3685 3.5142 -2.2605 -0.01 -0.05 0.00
H -0.2687 1.7853 -2.6169 0.03 0.00 0.03
H 0.6754 3.1616 0.6308 -0.02 0.02 -0.01
H -0.8809 3.1510 1.4515 0.02 0.00 -0.02
H -0.5749 4.3113 0.1433 -0.01 -0.03 0.01
H -0.6864 0.9510 1.1279 -0.19 -0.04 0.06
H -2.8362 3.5758 0.9257 -0.01 -0.01 -0.02
H -5.2154 3.8170 0.4557 0.03 -0.03 -0.03
H -6.1937 2.8472 -1.6061 0.05 -0.01 0.01
H -4.7212 1.6261 -3.1884 0.02 0.02 0.04
H -2.3429 1.3695 -2.7136 -0.02 0.01 0.00
C -4.8077 -0.6495 0.4352 -0.01 0.08 0.00
Si -3.1568 -0.9763 1.2403 -0.02 0.04 0.17
C -2.7440 0.2733 2.5675 0.00 -0.08 0.01
C -3.0715 -2.7279 1.8681 -0.07 0.00 -0.02
Se -1.6535 -0.6607 -0.5251 0.30 -0.06 -0.18
H -5.6213 -0.9610 1.0992 0.06 0.04 -0.04
H -4.9053 -1.2034 -0.5024 0.01 0.00 0.06
H -4.9286 0.4137 0.2064 0.02 -0.08 0.01
H -3.5452 0.3014 3.3132 0.02 -0.05 -0.05
H -2.6457 1.2763 2.1475 -0.03 -0.03 0.03
H -1.8181 0.0103 3.0897 -0.03 0.04 -0.04
H -3.9519 -2.9193 2.4928 0.05 0.02 -0.06
H -2.1784 -2.9079 2.4637 -0.03 0.01 -0.01
H -3.0728 -3.4500 1.0478 -0.01 0.02 0.01
```
Positions in Å, forces in eV/Å.

The calculation puts the relative energy (zero: lowest compared OMol25 entry of this formula, charge and spin) at 0.0 kJ/mol. The LUMO energy is -1.16 eV. As for the total energy: -4923.227799 Eh.

(3)
Formula: C45H39GeN3NiO3PS4
Source: the OMol25 dataset
Level of theory: ωB97M-V/def2-TZVPD

The geometry in XYZ format:
```
97
Properties=species:S:1:pos:R:3:forces:R:3
Ni 0.7570 -0.5624 1.3367 0.34 -0.60 0.71
O -2.1564 -1.9149 -1.4501 0.27 -0.05 0.21
C -1.0345 -1.4367 -1.3921 -0.53 0.16 -0.07
O -0.8503 -0.2442 -0.8228 -0.24 -0.28 -0.09
C 0.1123 -2.1484 -2.0348 -0.03 0.03 -0.07
C -0.2527 -2.9489 -3.1266 0.01 0.08 0.06
C 0.6916 -3.6687 -3.8283 0.04 -0.01 0.02
C 2.0216 -3.6254 -3.4274 -0.04 0.03 -0.01
C 2.3822 -2.8426 -2.3485 0.01 -0.01 -0.06
C 1.4452 -2.0820 -1.6381 0.30 -0.01 -0.04
P 2.1054 -1.0468 -0.2616 -0.43 -0.16 -0.36
C 2.6888 0.4675 -1.2146 0.09 0.04 0.03
C 2.7227 0.2968 -2.7050 0.02 -0.07 0.02
C 2.1618 1.1823 -3.5253 0.00 -0.06 -0.04
C 1.4566 2.3709 -3.0421 0.00 -0.01 0.01
C 1.3454 2.6207 -1.7421 0.12 0.00 0.04
C 1.8182 1.6599 -0.6978 -0.14 0.05 -0.03
C 3.2665 -2.2560 0.4769 0.11 0.14 -0.06
C 2.8610 -3.5973 0.4923 -0.01 -0.05 0.14
C 3.6103 -4.5618 1.1490 -0.02 0.04 -0.02
C 4.7934 -4.2095 1.7831 0.04 0.01 0.01
C 5.2068 -2.8874 1.7688 0.01 0.00 0.03
C 4.4449 -1.9157 1.1343 -0.05 0.03 0.04
H -1.2924 -2.9816 -3.4165 -0.04 0.00 0.03
H 0.3936 -4.2653 -4.6798 0.00 -0.02 0.01
H 2.7726 -4.2030 -3.9504 0.00 0.02 -0.02
H 3.4183 -2.8368 -2.0300 -0.02 0.03 -0.07
H 3.3021 -0.5126 -3.1245 0.03 -0.12 0.03
H 2.2692 1.0505 -4.5949 -0.01 0.00 0.00
H 1.0546 3.0626 -3.7707 0.01 0.03 -0.02
H 0.8442 3.5104 -1.3796 0.21 -0.02 -0.04
H 0.9243 1.3487 -0.1476 0.11 0.00 -0.02
H 1.9644 -3.9068 -0.0309 0.00 0.00 0.02
H 3.2776 -5.5917 1.1458 0.00 0.00 0.00
H 5.3883 -4.9629 2.2824 0.00 0.01 0.00
H 6.1231 -2.5943 2.2646 0.00 -0.02 0.00
H 4.7678 -0.8907 1.1950 -0.01 0.10 0.02
N -0.0561 -2.5326 1.8808 -0.07 0.50 -0.42
N -0.7722 -2.5115 3.0832 0.06 0.04 0.05
C -0.8712 -1.3654 3.7934 -0.19 -0.18 0.09
N -1.4915 -1.4613 4.9763 0.03 -0.04 -0.08
S -0.2893 0.1062 3.2514 0.03 0.29 -0.18
H -0.6290 -2.9673 1.1632 -0.01 -0.04 -0.05
H 0.8128 -3.0543 1.9855 0.01 0.02 -0.01
H -1.0066 -3.3972 3.5064 -0.01 -0.01 -0.03
H -1.9134 -2.3131 5.3050 -0.01 0.00 0.00
H -1.6388 -0.6193 5.5056 0.03 -0.01 0.02
Ge -2.5971 0.5043 -0.5335 0.35 0.22 0.14
C -3.4184 0.6792 -2.2646 0.02 -0.12 -0.04
C -4.7246 0.2426 -2.4703 0.01 0.01 0.02
C -5.3316 0.4077 -3.7066 0.00 0.01 -0.01
C -4.6313 0.9973 -4.7496 -0.01 -0.01 0.00
C -3.3242 1.4219 -4.5577 0.00 -0.01 0.01
C -2.7208 1.2671 -3.3183 0.02 -0.01 0.01
C -2.2224 2.2326 0.2578 -0.27 0.04 -0.36
C -1.5630 3.2570 -0.4191 -0.78 -0.12 -0.40
C -1.4652 4.5221 0.1384 -0.51 0.33 -0.16
C -2.0283 4.7824 1.3807 -0.99 0.26 -1.24
C -2.6984 3.7762 2.0607 -1.04 -0.30 -0.74
C -2.7959 2.5113 1.4975 -0.24 0.11 0.11
H -3.3324 -0.3124 0.5338 0.03 -0.09 -0.11
H -5.2737 -0.2358 -1.6674 0.00 0.00 0.00
H -6.3487 0.0710 -3.8582 0.00 0.00 0.00
H -5.1042 1.1233 -5.7147 0.00 0.00 0.00
H -2.7751 1.8751 -5.3727 0.00 0.00 0.00
H -1.6964 1.5983 -3.1847 0.03 0.01 0.02
H -1.1228 3.0765 -1.3932 -0.16 -0.02 0.08
H -0.9603 5.3119 -0.4046 0.06 -0.01 0.07
H -1.9570 5.7734 1.8104 0.02 0.02 -0.05
H -3.1581 3.9818 3.0193 0.02 -0.04 0.03
H -3.3343 1.7341 2.0319 0.05 0.03 0.01
O 2.4159 0.2303 1.5593 -0.15 0.34 0.20
C 2.7970 1.6098 1.6655 -0.06 -0.24 -0.04
C 3.0020 2.0972 0.2213 0.01 -0.12 0.13
C 3.9440 1.1750 -0.6051 0.02 0.17 -0.04
C 4.6889 2.0911 -1.5370 -0.01 -0.10 0.04
C 4.5812 3.3848 -1.2654 -0.08 0.13 0.08
S 3.5325 3.8269 0.0850 0.04 -0.04 -0.17
C 4.0763 1.5540 2.4878 -0.01 -0.04 -0.10
C 4.2157 0.7823 3.6066 0.02 -0.10 -0.09
C 5.5084 0.8620 4.1836 0.04 0.02 -0.02
C 6.3295 1.6938 3.4836 -0.01 -0.02 0.07
S 5.5328 2.4001 2.1495 0.04 0.02 -0.01
C 1.7825 2.4762 2.3858 -0.09 0.19 0.21
C 1.9173 3.0707 3.6077 0.15 -0.11 0.17
C 0.8068 3.8800 3.9681 0.13 -0.16 -0.03
C -0.1524 3.9018 3.0070 0.78 0.21 0.98
S 0.2889 2.9518 1.6587 1.36 -0.22 0.74
H 4.6466 0.5490 -0.0576 -0.05 -0.01 0.06
H 5.3199 1.7078 -2.3273 0.01 0.02 -0.01
H 5.0852 4.1821 -1.7932 0.02 -0.02 -0.01
H 3.4146 0.1604 3.9806 0.00 0.00 -0.01
H 5.8121 0.3305 5.0737 0.00 0.00 0.00
H 7.3547 1.9507 3.6971 0.00 0.00 0.00
H 2.7871 2.9372 4.2322 0.04 0.03 0.00
H 0.7348 4.4254 4.8975 0.00 0.00 0.02
H -1.0955 4.4237 3.0182 1.24 -0.26 0.70
```
Positions in Å, forces in eV/Å.

The calculation puts the relative energy (zero: lowest compared OMol25 entry of this formula, charge and spin) at 0.0 kJ/mol. Its charge is +1. The LUMO energy (spin up / spin down) is -2.64 / -2.66 eV. As for the total energy: -7647.247675 Eh.